1.
Molecular formula: C3H12N2O2
Method: DFT, ωB97M-V/def2-TZVPD

Values from the calculation:
- HOMO level (eV) = -8.714
- electronic energy (Eh) = -381.455827
- frontier orbital gap (eV) = 9.570
- charge = 0
- energy relative to the best compared isomer or geometry (same formula, charge and spin) (kJ/mol) = 155.1
- SMILES string = COCC(N)N.O

Geometry (Å):
1 H 1.9050 -0.5200 -0.1283
2 O -0.1605 3.0193 -2.8791
3 C -0.4892 -1.3224 -0.0402
4 H -0.0468 1.3018 -0.1606
5 C 0.5452 -1.4762 1.0888
6 N -0.0159 -1.2022 2.3966
7 H 0.4379 -0.4132 2.8290
8 H -0.0041 3.9631 -2.7837
9 H -0.0090 -2.0013 3.0086
10 C -1.0026 0.9229 -0.5390
11 H -1.0796 -2.2420 -0.0807
12 H 0.0430 -1.1999 -0.9932
13 H -1.0802 2.9512 -3.1517
14 H -1.7767 1.6689 -0.3610
15 H 0.8733 -2.5268 1.0561
16 H -0.9021 0.7458 -1.6150
17 H 2.4833 -0.8568 1.3608
18 N 1.6620 -0.5559 0.8524
19 O -1.3830 -0.2565 0.1404

These are the Mulliken partial charges, in e, on atoms 1 to 6:
1 H 0.20
2 O -0.63
3 C -0.77
4 H 0.32
5 C 0.27
6 N -0.56

2.
Molecular formula: C3H12N2O2SSi
Method: DFT, ωB97M-V/def2-TZVPD

Values from the calculation:
- HOMO level (eV) = -10.220
- electronic energy (Eh) = -1069.167749
- frontier orbital gap (eV) = 10.459
- charge = 0
- energy relative to the best compared isomer or geometry (same formula, charge and spin) (kJ/mol) = 93.5

Geometry (Å):
1 H 1.3486 -1.1905 2.4739
2 Si -0.2395 0.0438 0.8914
3 C -0.6765 1.9078 0.7227
4 H -2.2267 -1.2008 0.5789
5 H 1.9537 0.4217 2.1367
6 H -1.6915 -1.8011 2.0167
7 S 1.1672 -0.2373 -1.6232
8 H -0.3269 0.6094 -2.8827
9 H 0.3814 -0.5426 -3.7567
10 H 0.3591 2.2203 0.3541
11 O 1.9772 -1.3840 -1.9385
12 H -2.6693 -0.3472 1.9032
13 C -1.8134 -0.8385 1.5263
14 C 1.3825 -0.4852 1.6662
15 H 1.9388 -0.9335 0.8682
16 H -1.3299 2.0760 -0.1679
17 O 1.6844 0.9931 -1.1895
18 H -0.8626 2.4217 1.6354
19 H -0.7323 -1.5122 -1.1602
20 N 0.5638 0.2968 -3.2214
21 N -0.1882 -0.5179 -0.8335

These are the Mulliken partial charges, in e, on atoms 1 to 6:
1 H 0.41
2 Si 0.48
3 C -0.93
4 H 0.29
5 H 0.26
6 H 0.38

3.
Molecular formula: C3H12N2O3
Method: DFT, ωB97M-V/def2-TZVPD

Values from the calculation:
- HOMO level (eV) = -9.448
- electronic energy (Eh) = -456.670446
- frontier orbital gap (eV) = 9.963
- charge = 0
- energy relative to the best compared isomer or geometry (same formula, charge and spin) (kJ/mol) = 261.8
- SMILES string = NCCNC=O.O.O

Geometry (Å):
1 O 2.6070 2.2425 -0.0363
2 H 0.2356 0.4607 -0.2328
3 H -0.5984 1.8945 2.3369
4 H -1.3945 -1.1271 -1.8163
5 H -0.6396 -2.0289 1.3842
6 H -1.9576 0.1986 0.0745
7 H -2.4554 -1.6138 0.3938
8 H 1.5989 -1.5351 -2.1236
9 N 0.2691 -0.2763 -1.0066
10 H 2.7980 1.5242 -0.5570
11 N -0.9847 -0.9797 1.5075
12 H -1.3563 -0.9198 2.3829
13 H -0.9324 2.7822 1.1186
14 C -1.7300 -0.9019 0.2481
15 O -0.3968 2.0420 1.3282
16 C -0.8066 -1.2426 -0.8698
17 H -0.3610 -2.2191 -1.0182
18 H 1.9253 2.5451 -0.5478
19 C 1.5544 -0.6950 -1.4194
20 O 2.6250 -0.1506 -1.1469

These are the Mulliken partial charges, in e, on atoms 1 to 6:
1 O -0.60
2 H 0.20
3 H 0.30
4 H 0.24
5 H 0.23
6 H 0.28

4.
Molecular formula: C3H12N2O3
Method: DFT, ωB97M-V/def2-TZVPD

Values from the calculation:
- HOMO level (spin up / spin down) (eV) = -14.886 / -14.423
- electronic energy (Eh) = -456.229633
- frontier orbital gap (spin up / spin down) (eV) = 6.948 / 7.217
- 2S+1 = 2
- expectation value of S² = 1.745
- charge = +1
- energy relative to the best compared isomer or geometry (same formula, charge and spin) (kJ/mol) = 552.7

Geometry (Å):
1 H 0.2641 -1.1318 -1.0004
2 O -2.8519 -0.5506 0.8517
3 H -1.9699 -1.5157 0.0270
4 C 0.7267 0.4518 2.0930
5 H 1.4747 1.0758 2.5851
6 H -0.1615 1.9997 0.8965
7 H -0.4749 0.4166 0.3056
8 H 2.1358 0.8569 -2.1300
9 N 0.9611 -0.8062 -1.7066
10 H -3.8293 -0.4684 0.8975
11 H 1.9107 1.8935 -0.1931
12 N 1.4300 0.9885 -0.2045
13 C 1.1276 0.6658 -1.6961
14 H 0.6946 -1.1415 -2.6299
15 H -1.5979 -2.8762 -0.8098
16 C 0.3259 1.0355 0.7265
17 O -1.2720 -2.0387 -0.4565
18 O 0.1876 1.3381 -2.2172
19 H 1.0745 -0.5747 1.9327
20 H -0.1560 0.3814 2.7284

These are the Mulliken partial charges, in e, on atoms 1 to 6:
1 H 0.31
2 O -0.38
3 H 0.39
4 C -1.14
5 H 0.35
6 H 0.29

5.
Molecular formula: C3H12N2OS
Method: DFT, ωB97M-V/def2-TZVPD

Values from the calculation:
- HOMO level (eV) = -8.590
- electronic energy (Eh) = -704.413128
- frontier orbital gap (eV) = 9.014
- charge = 0
- energy relative to the best compared isomer or geometry (same formula, charge and spin) (kJ/mol) = 65.9
- SMILES string = NC[C@@H](N)CS.O

Geometry (Å):
1 H 1.2375 -0.2301 0.3292
2 N 0.8551 -0.1262 -1.7281
3 H -1.0296 -0.8706 1.0262
4 C -0.7484 -0.9623 -0.0270
5 O 0.3025 0.6108 2.6067
6 H -1.0895 -2.8322 -0.7758
7 H 0.0361 -2.8620 0.3834
8 H 0.5712 2.2428 -2.2968
9 H 0.0261 -0.3204 -2.2915
10 H -1.6319 -0.7169 -0.6217
11 S -0.4741 2.4612 -1.4785
12 H 0.6604 2.0050 0.6813
13 H 0.5704 0.3839 3.5249
14 H 1.2788 -1.0512 -1.7951
15 N -0.3061 -2.3142 -0.3974
16 C -0.0190 1.4899 0.0036
17 C 0.3871 0.0151 -0.3303
18 H -1.0228 1.5163 0.4518
19 H 0.3962 1.5613 2.7350

These are the Mulliken partial charges, in e, on atoms 1 to 6:
1 H 0.27
2 N -0.74
3 H 0.33
4 C -0.90
5 O -0.54
6 H 0.20

6.
Molecular formula: C3H12N2OS
Method: DFT, ωB97M-V/def2-TZVPD

Values from the calculation:
- HOMO level (spin up / spin down) (eV) = -13.507 / -13.507
- electronic energy (Eh) = -704.045090
- frontier orbital gap (spin up / spin down) (eV) = 10.440 / 4.919
- 2S+1 = 2
- expectation value of S² = 0.758
- charge = +1
- energy relative to the best compared isomer or geometry (same formula, charge and spin) (kJ/mol) = 159.1

Geometry (Å):
1 H -0.1377 0.7916 0.0356
2 C -0.3289 -0.0988 2.3841
3 H -0.5037 -0.6532 3.2909
4 H -1.9794 2.7879 -6.5234
5 C 0.3789 -0.1756 -0.0424
6 C 0.2082 -0.9411 1.2168
7 O -1.9206 2.7392 -5.5571
8 H -1.5031 -2.0859 1.4207
9 H 1.1306 -1.3582 1.6285
10 H -2.5510 2.0092 -5.4870
11 N -0.5457 -2.2270 1.0483
12 H 2.6547 0.1318 0.3250
13 H 2.0617 0.0672 3.1323
14 H 0.2687 -0.8431 -0.8859
15 H -0.9433 -2.2711 0.1008
16 H 2.1087 0.3427 -1.1037
17 S 1.1019 0.9489 2.9704
18 H -1.2925 0.3968 2.1786
19 N 1.7924 0.4388 -0.1326

These are the Mulliken partial charges, in e, on atoms 1 to 6:
1 H 0.23
2 C -0.90
3 H 0.45
4 H 0.33
5 C -0.46
6 C 0.33

7.
Molecular formula: C3H12N2S
Method: DFT, ωB97M-V/def2-TZVPD

Values from the calculation:
- HOMO level (eV) = -8.427
- electronic energy (Eh) = -629.169541
- frontier orbital gap (eV) = 9.484
- charge = 0
- energy relative to the best compared isomer or geometry (same formula, charge and spin) (kJ/mol) = 26.1
- SMILES string = CSC.NCN

Geometry (Å):
1 H 4.2726 0.4815 0.2188
2 C 3.6545 1.2441 -0.2289
3 H -3.3704 -1.9501 -1.7566
4 H 0.1387 2.1534 0.6308
5 H 1.3876 2.2700 1.8483
6 H 3.8444 2.2008 0.2347
7 H -4.1103 -2.7867 -0.5852
8 N -1.4700 -0.9251 -0.2852
9 H -2.5673 -2.2108 1.0267
10 N -3.5436 -1.9615 -0.7575
11 H 1.5871 3.1202 0.2785
12 H -2.0407 -0.0852 -0.2013
13 H -0.7690 -0.8427 0.4443
14 S 1.9230 0.7626 0.0045
15 C 1.2121 2.2416 0.7770
16 H -1.7149 -2.9778 -0.3357
17 C -2.2861 -2.1066 -0.0296
18 H 3.8523 1.3725 -1.2836

These are the Mulliken partial charges, in e, on atoms 1 to 6:
1 H 0.29
2 C -0.84
3 H 0.22
4 H 0.27
5 H 0.28
6 H 0.26

> What is the formula in the third record?

C3H12N2O3